(1)
Formula: C12H18Cl2MnN3S
Source: OMol25
Level of theory: ωB97M-V/def2-TZVPD

The LUMO energy (alpha / beta) comes out at -2.47 / -2.66 eV. Its HOMO energy (alpha / beta) is -10.57 / -10.73 eV. The value obtained for the total energy is -3101.7506 Eh. Its spin multiplicity is 6. As for the net charge: +1.

Geometry as XYZ:
```
37
Properties=species:S:1:pos:R:3:forces:R:3:nbo_charge:R:1
Mn -0.119 -0.051 -0.315 -0.047 -0.263 0.163 1.2693
Cl 2.376 0.372 -0.678 0.073 -0.220 -0.024 -0.0460
Cl 1.823 -5.087 -0.820 0.029 0.029 0.004 0.0446
S 0.369 -2.325 -0.707 0.029 0.255 -0.027 -0.3764
N -1.735 1.172 -1.259 -0.157 0.073 -0.013 -0.7216
N -1.793 -0.504 1.104 0.013 0.016 -0.056 -0.6965
N -0.194 1.816 0.966 0.050 0.033 -0.134 -0.7023
C 2.997 -1.305 -0.731 -0.061 0.346 -0.012 0.0774
C 4.954 -2.644 -0.828 0.005 0.054 -0.003 -0.1927
C 4.375 -1.388 -0.773 0.019 -0.136 -0.006 -0.2581
C -3.043 0.778 -0.640 0.078 -0.014 -0.008 -0.2369
C -0.252 2.854 -0.083 0.058 0.014 0.048 -0.2363
C -1.345 1.817 1.890 -0.030 0.076 0.034 -0.2414
C 2.120 -2.387 -0.739 0.101 -0.170 -0.053 -0.2617
C -2.962 -0.487 0.215 -0.040 -0.013 -0.031 -0.2416
C 4.145 -3.767 -0.840 -0.038 0.013 0.007 -0.2037
C -1.781 0.398 2.261 -0.036 -0.030 0.032 -0.2366
C 2.767 -3.638 -0.797 -0.052 -0.026 -0.001 -0.0271
C -1.403 2.614 -1.077 -0.010 -0.017 -0.003 -0.2436
H -1.615 -1.457 1.402 -0.059 0.020 0.033 0.4141
H -1.118 2.371 2.803 0.010 -0.020 -0.007 0.2264
H -2.869 -1.360 -0.436 0.006 0.004 0.010 0.2241
H 0.672 1.925 1.482 -0.030 0.025 0.026 0.4031
H -0.350 3.859 0.338 -0.012 -0.008 -0.017 0.2157
H 4.975 -0.490 -0.767 0.014 0.008 0.001 0.2377
H -1.802 0.993 -2.255 0.034 -0.022 0.027 0.4067
H -1.074 -0.021 2.979 0.016 0.014 -0.017 0.2214
H -2.162 2.356 1.414 -0.002 -0.016 -0.007 0.1978
H -2.299 3.152 -0.767 0.010 -0.006 0.012 0.2052
H -3.404 1.613 -0.045 0.000 -0.014 0.012 0.2002
H -3.786 0.620 -1.422 -0.001 -0.022 0.010 0.2305
H -1.113 3.036 -2.039 0.016 0.006 0.011 0.2341
H -2.755 0.441 2.760 0.000 -0.002 -0.015 0.2099
H -3.902 -0.594 0.767 0.002 0.023 -0.005 0.2139
H 6.029 -2.745 -0.865 0.008 0.004 0.004 0.2351
H 4.572 -4.758 -0.885 0.011 -0.007 0.002 0.2429
H 0.703 2.823 -0.611 -0.007 -0.007 0.003 0.2127
```
Positions in Å, forces in eV/Å.

=====

(2)
Formula: C17H14IrN3O4S6
Source: OMol25
Level of theory: ωB97M-V/def2-TZVPD

The LUMO energy (alpha / beta) comes out at -6.89 / -8.33 eV. Its HOMO energy (alpha / beta) is -12.69 / -12.69 eV. The value obtained for the energy above the lowest of the compared OMol25 structures with the same formula, charge and spin is 9.5 kcal/mol. The value obtained for the total energy is -3614.3290 Eh. Its spin multiplicity is 5. As for the net charge: +2.

Geometry as XYZ:
```
45
Properties=species:S:1:pos:R:3:forces:R:3:nbo_charge:R:1
Ir -0.179 0.500 -0.313 -0.016 -0.369 -0.279 1.1723
S 0.177 6.214 -1.357 -0.045 -0.325 -0.016 0.5223
S 0.729 -5.595 -4.353 -0.037 0.112 0.413 -0.0357
S -0.060 2.882 0.162 -0.050 -0.227 -0.173 -0.0474
S 0.080 4.692 -3.783 0.044 0.018 0.269 0.5767
S -0.179 2.047 -2.603 0.094 0.537 -0.292 0.4249
S -0.052 2.333 -5.573 0.120 0.202 0.457 0.2325
O 3.465 -0.397 1.990 0.167 0.028 -0.109 -0.5940
O -3.497 0.579 2.534 0.009 0.040 0.276 -0.6175
O 2.064 -0.095 0.346 -0.286 0.044 0.010 -0.5751
O -2.407 0.224 0.615 0.206 -0.021 0.170 -0.6008
N 0.214 -6.456 -1.917 -0.087 0.107 0.375 -0.7447
N -0.067 0.097 1.910 0.008 0.379 0.200 -0.4378
N -0.209 -1.481 -1.244 0.238 0.482 0.355 -0.5513
C 0.810 -1.758 -2.075 0.048 -0.163 -0.148 0.0498
C 1.260 0.318 3.865 -0.023 -0.080 0.024 -0.1690
C -0.009 2.982 -4.094 -0.263 -0.346 -0.595 -0.6074
C 2.260 -0.142 1.545 0.033 -0.153 -0.043 0.7908
C 1.125 0.080 2.505 -0.082 0.038 0.134 0.0732
C 0.395 -5.426 -2.748 0.105 -0.299 -0.958 0.0534
C -1.159 0.361 2.628 0.156 -0.013 0.226 0.0763
C -1.109 0.627 3.987 -0.063 -0.066 -0.021 -0.1469
C -0.067 3.371 -1.473 -0.003 -0.533 0.283 -0.3772
C 1.036 -3.021 -2.575 -0.064 0.056 0.017 -0.1887
C 0.127 0.601 4.615 0.035 -0.038 -0.022 -0.1257
C 0.192 -4.063 -2.196 -0.063 0.158 0.262 -0.0089
C -2.416 0.384 1.826 -0.184 -0.117 -0.379 0.7906
C 0.041 4.640 -2.037 0.067 0.630 -0.289 -0.3760
C -0.866 -3.769 -1.336 0.115 0.018 -0.140 -0.2403
C -1.036 -2.472 -0.896 -0.225 -0.029 0.015 0.0688
C -0.106 6.063 0.417 0.030 -0.143 -0.075 -0.7551
H 0.325 -7.394 -2.266 -0.002 -0.010 -0.067 0.4312
H -4.294 0.587 1.979 -0.016 -0.010 -0.117 0.5336
H 1.845 -3.201 -3.267 0.006 -0.018 0.009 0.2705
H 0.718 5.538 0.890 -0.002 0.035 0.040 0.2462
H 0.211 0.802 5.674 -0.010 0.010 -0.006 0.2640
H -1.877 -2.203 -0.269 0.063 0.001 0.049 0.2158
H -1.053 5.569 0.614 -0.016 0.035 0.011 0.2463
H 3.551 -0.467 2.948 -0.080 -0.010 0.092 0.5105
H -1.578 -4.531 -1.049 -0.014 0.024 0.032 0.2481
H -0.145 7.090 0.774 0.011 0.030 -0.045 0.2710
H 0.077 -6.330 -0.928 0.037 -0.022 0.005 0.3971
H 2.225 0.302 4.355 0.021 0.033 -0.028 0.2420
H -2.017 0.852 4.528 0.011 -0.022 0.010 0.2721
H 1.456 -0.935 -2.354 0.008 0.000 0.068 0.2195
```
Positions in Å, forces in eV/Å.

=====

(3)
Formula: C6H9N3
Source: OMol25
Level of theory: ωB97M-V/def2-TZVPD

The LUMO energy (alpha / beta) comes out at -1.29 / -2.24 eV. Its HOMO energy (alpha / beta) is -8.11 / -8.06 eV. The value obtained for the energy above the lowest of the compared OMol25 structures with the same formula, charge and spin is 113.5 kcal/mol. The value obtained for the total energy is -398.0946 Eh. As for the net charge: 0.

Geometry as XYZ:
```
18
Properties=species:S:1:pos:R:3:forces:R:3:nbo_charge:R:1
N -0.706 1.235 0.155 1.336 -0.104 -1.880 -0.0958
N 1.498 0.683 -0.209 -2.542 -0.530 0.269 -0.2697
N 3.479 -0.162 -0.320 1.322 0.859 -1.110 -0.4269
C 1.412 -0.537 0.335 -0.153 -0.845 1.709 0.0389
C 2.710 -1.047 0.337 -1.103 1.083 -0.456 -0.1252
C 2.729 0.850 -0.695 -0.767 -0.980 1.295 0.0998
C -0.822 0.163 1.074 -0.194 1.818 2.881 -0.3011
C -1.122 0.982 -1.207 -3.163 1.856 1.780 -0.4804
C 0.054 -1.050 0.797 2.792 0.370 3.052 -0.4373
H -0.982 -0.032 -1.520 0.264 -0.200 -0.879 0.2098
H -0.821 1.877 -1.715 0.948 -0.385 -1.184 0.2435
H -0.496 0.730 2.049 -0.660 -1.727 -1.274 0.2205
H 0.314 -1.737 1.724 -1.275 1.309 -1.848 0.2460
H -2.298 1.274 -1.224 2.082 -1.119 0.383 0.2245
H 3.251 -1.879 0.691 -0.360 -1.173 0.569 0.2105
H 2.869 1.703 -1.225 1.479 2.174 -1.420 0.1860
H -0.295 -1.569 -0.006 -1.448 -2.033 -1.885 0.2095
H -1.964 0.032 1.134 1.444 -0.374 -0.001 0.2474
```
Positions in Å, forces in eV/Å.